Record 1
C5H10FNS in the gas phase in a non-equilibrium geometry. Source: OMol25; level of theory: ωB97M-V/def2-TZVPD.

E_HOMO, eV: -8.859

Last column: Löwdin charge in e.
Geometry (Å):
S: -3.1715 -0.1885 -0.3425  0.65
C: 0.6405 -1.2307 -0.3301  -0.06
H: 2.2565 -0.4344 -1.4982  0.13
C: -0.0547 1.1390 0.5105  -0.28
C: -1.6859 -1.0313 0.5135  -0.46
H: -0.0686 2.7877 -0.7010  0.09
H: -1.7232 -2.1249 0.3148  0.07
H: -3.0496 0.9827 0.2575  -0.20
H: -1.9254 -0.8787 1.5588  0.05
H: -1.0443 1.5306 0.8754  0.10
H: 2.6525 -1.9701 -0.7811  0.13
C: 2.0897 -1.0075 -0.5274  -0.26
H: 0.2313 -2.1769 -0.7538  0.11
H: 0.6481 1.2175 1.3422  0.11
F: 2.6568 -0.1979 0.4014  -0.03
C: -0.3109 -0.3646 0.1921  -0.24
H: 1.4238 2.0497 -0.4528  0.07
N: 0.4348 1.8983 -0.5791  0.01

***

Record 2
A molecular structure, C12H8ClKN3O6. Source: OMol25; level of theory: ωB97M-V/def2-TZVPD.

E_HOMO, eV: -5.866
Total charge: -1

Last column: Löwdin charge in e.
Geometry (Å):
C: -2.9075 3.8782 0.9785  -0.08
H: 4.3053 -3.7789 0.4741  0.10
C: 0.8334 2.4049 2.3842  -0.47
C: -0.5036 2.9186 1.8342  -0.19
Cl: -2.3964 -2.4507 -0.5253  0.61
O: 2.1373 0.5183 4.0100  0.03
C: 3.8411 -2.9358 0.9681  -0.08
C: -0.9625 4.1363 2.3343  -0.01
C: 1.9465 0.4130 2.8040  -0.49
O: 1.4672 3.1794 3.0882  0.04
H: -2.5659 5.5636 2.2689  0.10
C: 3.5795 -1.4733 2.8341  -0.01
C: 2.8387 -2.2211 0.3369  -0.14
C: 2.5979 -0.7961 2.1112  -0.20
C: -2.3803 2.6742 0.5473  -0.14
H: 2.4935 -2.5053 -0.6514  0.11
O: -0.9695 -2.6482 -0.7120  -0.45
H: -3.8669 4.2167 0.6104  0.10
H: 3.8061 -1.1323 3.8333  0.11
H: 4.9911 -3.0911 2.7781  0.10
C: -2.1798 4.6217 1.8979  -0.07
H: -0.3439 4.6598 3.0478  0.11
O: -2.6653 -1.0298 -0.6642  -0.45
H: -2.9206 2.0486 -0.1560  0.11
C: 4.2165 -2.5497 2.2482  -0.07
O: -2.7490 -2.8579 0.8169  -0.37
K: -0.4838 -0.5190 0.7714  0.86
N: 1.1788 1.1579 1.9796  0.05
N: 2.2322 -1.1677 0.8844  0.06
O: -3.1387 -3.2019 -1.4977  -0.34
N: -1.2070 2.1948 0.9638  0.06

***

Record 3
2 unconnected molecules or ions with the total composition C2H10N2 in a non-equilibrium geometry. Source: OMol25; level of theory: ωB97M-V/def2-TZVPD.

E_HOMO, eV: -9.261

Last column: Löwdin charge in e.
Geometry (Å):
C: 0.2604 1.1519 1.5122  -0.35
N: 1.6178 1.0107 2.2010  -0.03
H: -0.9241 0.4684 -0.0436  0.04
H: 2.2692 1.4135 1.5095  0.06
H: 0.2595 2.1952 1.2591  0.09
N: -1.4911 -1.8929 -2.8308  -0.06
C: -0.0848 0.1148 0.4755  -0.14
H: -0.8869 -1.1480 -2.4742  -0.03
H: 0.7578 0.0395 -0.2914  0.08
H: 1.9334 0.0876 2.4632  0.04
H: -0.5707 1.1805 2.2756  0.11
H: -0.0720 -0.9308 0.9630  0.10
H: -2.1525 -1.2367 -3.4432  0.05
H: -0.9159 -2.4537 -3.5761  0.04

***

Record 4
A gas-phase ion, C5H14N3 (charge +1) in a non-equilibrium geometry. Source: OMol25; level of theory: ωB97M-V/def2-TZVPD.

E_HOMO, eV: -12.699
Total charge: +1

Last column: Löwdin charge in e.
Geometry (Å):
N: 0.6639 2.2113 -1.3504  0.21
H: -0.1353 2.7957 -1.2616  0.12
H: 1.1862 2.2338 -2.1262  0.07
H: -0.7812 1.9322 0.6533  0.18
H: 0.8659 -1.6793 -1.5212  0.08
H: 0.1039 1.3885 2.7110  0.12
C: -0.7000 0.0351 0.6801  -0.13
C: 0.8298 1.3541 1.9005  0.03
H: 1.2961 -0.9445 0.4771  0.09
H: -1.4427 0.0714 -0.1675  0.15
H: 1.4125 2.2467 1.8377  0.11
N: 0.0391 -1.3201 -1.1405  -0.11
C: 0.2638 -1.1193 0.2934  -0.23
H: -1.2599 -0.1256 1.5603  0.12
H: -1.7390 -2.1732 -0.7376  0.03
H: 1.4521 0.4682 1.9581  0.11
H: -0.6306 -3.3494 -1.1592  0.10
C: 0.9504 1.3060 -0.4332  -0.01
H: -0.0339 -2.0184 0.9387  0.15
H: -1.3403 -2.2728 -2.3845  0.06
N: 0.0138 1.3046 0.6779  -0.19
C: -1.0144 -2.3452 -1.4061  -0.07

***

Record 5
2 unconnected molecules or ions with the total composition CH5N2Si in a non-equilibrium geometry. Source: OMol25; level of theory: ωB97M-V/def2-TZVPD.

E_HOMO, eV: -15.888
Total charge: +1

Last column: Löwdin charge in e.
Geometry (Å):
H: 0.3580 -0.7110 1.5379  0.03
H: 1.4138 -0.5550 0.2246  0.02
H: -0.3669 1.8355 -1.0663  0.11
N: -3.0043 1.3419 0.7523  0.35
H: 0.9657 0.6721 1.1510  0.05
H: -1.2052 -1.2163 -1.4577  0.01
N: -2.1884 0.6642 0.3945  -0.03
C: 0.5386 -0.1829 0.6429  -0.26
Si: -0.8387 0.0053 -0.5954  0.73

***

no.,LUMO energy (eV)
1,0.739
2,2.636
3,0.947
4,-3.207
5,-6.475